Density functional theory data (ωB97M-V/def2-TZVPD) for a 10-piece molecular cluster, C54H124N4O10 overall.

CARTESIAN COORDINATES (ANGSTROEM)
H  5.011  3.515  2.979
C  5.411  1.485  3.562
H  -5.743  -4.207  -3.682
C  -5.121  5.376  -1.350
C  3.069  -5.017  6.511
H  2.504  9.015  1.621
C  -3.595  -3.807  -4.098
C  -8.602  3.841  -1.534
C  -7.147  -2.310  1.044
H  -9.721  6.284  -2.503
O  1.607  -2.946  5.043
H  11.994  2.561  -5.006
C  -4.745  -4.618  -3.531
H  7.556  4.907  -3.863
H  -6.839  -7.124  1.025
H  1.700  -1.991  5.050
C  -7.838  -2.671  3.481
H  3.257  -5.017  5.437
H  -9.913  6.206  -0.711
H  0.787  0.236  0.859
H  2.816  -4.779  9.144
H  -6.271  2.999  -3.587
H  6.719  2.675  -5.246
H  -5.121  -4.491  1.446
H  -0.308  -2.986  8.571
H  4.563  1.070  1.610
C  2.514  -3.762  7.125
N  9.700  3.061  -3.560
C  0.865  1.554  -0.778
C  0.893  7.479  0.348
H  9.236  0.489  -2.355
H  -8.429  3.267  -0.624
N  -6.962  -4.532  1.997
C  9.407  2.857  -6.035
C  -7.329  5.644  -0.254
H  0.019  -5.137  4.849
C  -5.696  3.350  -2.731
C  -1.191  1.004  0.844
H  -1.212  8.526  1.827
H  -8.205  3.178  -2.302
H  3.050  -5.286  -2.989
H  0.603  -5.914  6.192
H  4.036  -2.435  6.246
C  -7.661  -5.926  4.149
H  -0.888  -1.873  6.530
H  -4.665  3.010  -2.824
H  -5.103  6.465  -1.309
C  8.107  4.664  -4.771
H  9.258  4.173  -2.242
H  2.507  -5.888  6.848
H  4.070  -5.314  0.559
C  11.355  1.687  -4.882
H  4.982  -6.263  -1.642
C  0.764  -4.708  8.884
H  -2.422  -4.770  -3.154
C  10.405  1.660  -6.086
H  5.414  -4.905  -3.599
H  -2.751  -2.571  -2.418
H  3.891  -0.403  -9.138
H  -6.854  -2.733  3.946
H  -9.849  -2.717  1.905
C  -5.744  4.915  -2.659
H  9.246  0.027  -3.956
O  3.203  -2.095  -7.568
C  -7.742  -3.303  2.042
H  0.734  -5.762  8.608
H  6.349  -4.105  -2.348
C  -6.754  -7.082  2.111
H  4.085  -5.165  6.877
C  -7.563  -5.801  2.576
H  -3.797  -3.559  -5.140
H  6.759  3.082  3.152
O  -5.557  -4.359  2.291
H  -6.026  2.908  -1.790
H  -1.011  -2.806  4.982
H  -10.172  -4.659  3.270
H  -2.097  -3.062  6.362
H  10.637  -0.295  -2.892
H  -1.643  0.326  0.120
H  4.587  0.052  -7.657
H  -7.933  6.338  -3.998
H  7.032  2.231  -3.524
C  -8.974  -5.990  2.001
H  -7.889  5.170  0.551
H  6.046  1.003  4.305
H  11.343  2.109  -1.465
H  -9.333  -3.670  0.522
H  8.649  2.493  -6.729
H  0.681  0.711  -1.444
O  3.128  -5.236  -2.033
H  5.697  3.250  4.527
H  -9.465  -6.711  2.655
H  -1.278  9.678  0.573
C  7.442  2.279  -4.533
H  -6.459  -1.588  1.485
H  2.288  -3.157  9.237
H  4.465  -2.891  7.873
C  10.562  1.816  -3.528
H  0.197  7.358  -0.482
C  0.771  8.884  0.918
H  1.063  9.616  0.166
O  9.071  3.236  -2.340
H  -6.157  4.012  0.051
C  -9.876  -4.748  2.225
H  8.917  5.389  -4.849
O  -7.814  5.396  -3.857
H  -1.589  2.014  0.752
H  0.035  2.866  1.530
O  1.626  8.929  2.000
H  -7.114  -7.983  2.606
C  -9.224  -3.556  1.600
H  3.234  -1.681  7.534
C  5.742  2.895  3.498
C  2.143  -4.071  8.660
H  6.412  1.091  1.542
H  1.394  -0.898  -5.733
H  -7.334  6.696  0.030
H  3.326  1.075  -8.339
H  -6.641  -2.743  0.181
H  -4.825  -5.532  -4.119
C  -5.906  5.065  -0.070
H  12.495  1.399  -2.623
H  -2.771  -1.852  -4.099
O  4.081  1.380  4.018
H  5.633  -0.206  2.051
H  -5.394  5.426  0.822
C  9.913  0.456  -3.208
H  2.719  -2.776  -7.095
H  -8.345  -5.160  4.514
C  -0.029  -3.882  6.551
C  5.510  0.875  2.114
H  -3.984  5.103  -3.842
H  -1.417  0.529  1.799
C  2.362  -0.515  -6.054
H  -8.869  7.349  -1.433
H  -10.896  -4.849  1.854
C  -8.067  5.308  -1.545
H  10.981  1.701  -7.010
H  0.516  -4.832  9.938
C  3.618  -2.655  7.229
H  -8.154  -1.629  3.530
H  -4.133  4.915  -1.339
C  4.521  -5.276  -1.684
H  -5.699  -6.902  2.315
H  -6.708  -5.635  4.591
H  -7.875  -1.593  0.664
H  -7.922  -6.932  4.477
C  -0.255  -3.954  8.074
H  4.767  -3.425  -2.832
O  0.659  2.140  1.606
C  4.461  -4.668  -0.227
H  -4.186  -1.953  -3.111
C  0.314  1.200  0.674
N  1.350  -3.323  6.398
C  -9.214  6.320  -1.539
H  1.890  7.236  -0.017
H  -8.596  -3.099  4.137
C  8.726  3.184  -4.663
O  -2.417  -4.543  -4.087
H  5.532  -4.542  -0.075
H  -1.218  -4.440  8.232
H  -1.173  -5.641  5.930
C  -3.273  -2.490  -3.371
H  1.911  1.841  -0.672
C  11.684  2.117  -2.501
H  12.038  0.842  -4.970
H  12.120  3.083  -2.756
H  -8.878  -6.482  1.034
C  -1.069  -2.845  6.070
C  -0.636  9.340  1.387
H  -4.783  6.687  -3.716
H  7.566  4.938  -5.677
C  -0.175  -5.202  5.919
H  3.235  -0.852  -5.495
C  5.334  -4.342  -2.670
H  3.940  -3.723  -0.072
C  -4.946  5.614  -3.814
H  2.336  0.573  -5.995
C  3.629  0.041  -8.177
H  -4.658  -4.796  -2.459
H  9.930  0.681  -6.149
H  -9.682  3.978  -1.593
H  0.643  6.814  1.175
H  -5.438  5.355  -4.751
H  7.576  1.206  -4.670
H  0.275  2.401  -1.130
H  9.768  3.807  -6.430
H  -0.759  10.124  2.135
N  -7.120  5.500  -2.685
H  1.676  -0.914  -8.026
H  3.573  1.812  3.328
C  2.624  -0.883  -7.488

Its structure (SMILES) is CC1(C)CCCC(C)(C)N1O.CC1(C)CCCC(C)(C)N1O.CC1(C)CCCC(C)(C)N1O.CC1(C)CCCC(C)(C)N1O.CC(C)O.CC(C)O.CC(C)O.CC(C)O.CC(C)O.CC(C)O. As for the gap between HOMO and LUMO: 8.012 eV. For the calculated total energy, the calculation gives -3102.89539 a.u. The value obtained for the relative energy (zero: lowest compared OMol25 entry of this formula, charge and spin) is 6.9999 eV. As for the molar mass: 989.60 g/mol.

Atom charges from the Löwdin analysis, given in e for atoms 1 to 99: number 1, H, carries 0.09; number 2, C, carries -0.51; number 3, H, carries 0.08; number 4, C, carries -0.16; number 5, C, carries -0.05; number 6, H, carries 0.09; number 7, C, carries -0.53; number 8, C, carries -0.01; number 9, C, carries -0.05; number 10, H, carries 0.08; number 11, O, carries -0.01; number 12, H, carries 0.11; number 13, C, carries -0.06; number 14, H, carries 0.07; number 15, H, carries 0.07; number 16, H, carries 0.10; number 17, C, carries -0.03; number 18, H, carries 0.09; number 19, H, carries 0.09; number 20, H, carries 0.13; number 21, H, carries 0.11; number 22, H, carries 0.08; number 23, H, carries 0.08; number 24, H, carries 0.09; number 25, H, carries 0.12; number 26, H, carries 0.07; number 27, C, carries -0.49; number 28, N, carries -0.12; number 29, C, carries -0.03; number 30, C, carries -0.06; number 31, H, carries 0.08; number 32, H, carries 0.08; number 33, N, carries -0.08; number 34, C, carries -0.12; number 35, C, carries -0.17; number 36, H, carries 0.09; number 37, C, carries -0.02; number 38, C, carries -0.05; number 39, H, carries 0.07; number 40, H, carries 0.06; number 41, H, carries 0.08; number 42, H, carries 0.07; number 43, H, carries 0.07; number 44, C, carries -0.03; number 45, H, carries 0.08; number 46, H, carries 0.08; number 47, H, carries 0.12; number 48, C, carries -0.04; number 49, H, carries 0.11; number 50, H, carries 0.07; number 51, H, carries 0.07; number 52, C, carries -0.15; number 53, H, carries 0.12; number 54, C, carries -0.20; number 55, H, carries 0.08; number 56, C, carries -0.18; number 57, H, carries 0.07; number 58, H, carries 0.08; number 59, H, carries 0.08; number 60, H, carries 0.08; number 61, H, carries 0.12; number 62, C, carries -0.48; number 63, H, carries 0.06; number 64, O, carries -0.04; number 65, C, carries -0.48; number 66, H, carries 0.10; number 67, H, carries 0.07; number 68, C, carries -0.04; number 69, H, carries 0.08; number 70, C, carries -0.45; number 71, H, carries 0.14; number 72, H, carries 0.09; number 73, O, carries -0.02; number 74, H, carries 0.07; number 75, H, carries 0.08; number 76, H, carries 0.10; number 77, H, carries 0.08; number 78, H, carries 0.08; number 79, H, carries 0.07; number 80, H, carries 0.08; number 81, H, carries 0.11; number 82, H, carries 0.07; number 83, C, carries -0.14; number 84, H, carries 0.11; number 85, H, carries 0.14; number 86, H, carries 0.08; number 87, H, carries 0.12; number 88, H, carries 0.11; number 89, H, carries 0.07; number 90, O, carries -0.08; number 91, H, carries 0.09; number 92, H, carries 0.11; number 93, H, carries 0.07; number 94, C, carries -0.04; number 95, H, carries 0.08; number 96, H, carries 0.11; number 97, H, carries 0.08; number 98, C, carries -0.46; number 99, H, carries 0.08